C33H24N7O7ReS2 as an isolated structure at a distorted geometry, computed with ωB97M-V/def2-TZVPD.

As for the energy relative to the best compared isomer or geometry (same formula, charge and spin): 117.6 kJ/mol. Its spin multiplicity is 4. The total energy is -83167.668 eV. Its charge is +1. As for the HOMO-LUMO gap (spin up / spin down): 0.2099 / 0.1860 Eh.

Geometry as XYZ:
```
74
C33H24N7O7ReS2 ωB97M-V/def2-TZVPD
Re -0.19 -0.23 -0.60
C 2.18 3.44 -1.12
C 1.84 2.00 -1.21
N 0.75 1.55 -0.65
N -0.05 2.24 0.23
C 0.50 2.48 1.45
S 2.06 2.26 1.92
S -0.83 3.09 2.45
C -0.07 3.36 4.05
C 0.16 4.80 4.43
C 0.32 5.09 5.78
C 0.60 6.39 6.21
C 0.71 7.41 5.28
C 0.55 7.13 3.93
C 0.27 5.83 3.51
C 2.66 1.09 -2.01
C 3.71 1.61 -2.77
C 4.59 0.80 -3.46
C 4.43 -0.59 -3.37
C 3.40 -1.13 -2.63
C 2.50 -0.31 -1.95
O 1.51 -0.93 -1.28
H 3.19 3.57 -0.73
H 2.13 3.88 -2.12
H 1.49 3.97 -0.46
H -0.73 2.87 4.78
H 0.87 2.81 4.04
H 0.23 4.30 6.52
H 0.72 6.59 7.26
H 0.92 8.42 5.60
H 0.63 7.92 3.20
H 0.14 5.62 2.45
H 3.85 2.68 -2.82
H 5.39 1.23 -4.04
H 5.12 -1.24 -3.89
H 3.27 -2.20 -2.54
O -0.46 -4.68 3.31
C -0.97 -5.06 2.16
O -1.44 -6.15 1.96
C -0.97 -4.07 1.03
C -1.45 -4.37 -0.22
N -1.33 -3.28 -0.99
N -0.80 -2.26 -0.29
C -0.57 -2.73 0.93
C 0.04 -1.75 1.88
O 0.29 -2.06 3.02
O 0.24 -0.57 1.34
H -0.14 -3.74 3.30
H -1.85 -5.30 -0.59
H -1.56 -3.17 -1.96
O -6.89 2.01 -1.63
N -6.14 2.28 -2.55
O -6.45 2.85 -3.57
C -4.76 1.72 -2.49
C -4.17 1.52 -3.68
C -2.86 0.94 -3.75
C -2.17 0.70 -4.95
C -0.93 0.13 -4.92
C -0.35 -0.18 -3.69
N -0.97 0.05 -2.54
C -2.23 0.60 -2.56
C -2.88 0.81 -1.30
N -2.17 0.43 -0.20
C -2.68 0.63 1.00
C -3.94 1.22 1.16
C -4.67 1.59 0.07
C -4.15 1.38 -1.23
H -4.68 1.81 -4.59
H -2.64 0.96 -5.90
H -0.38 -0.08 -5.83
H 0.65 -0.61 -3.62
H -2.07 0.36 1.85
H -4.31 1.39 2.16
H -5.64 2.06 0.20
```